1.
A structure of composition C5H10N3O, computed with ωB97M-V with the def2-TZVPD basis set.

Structure (ORCA input):
```
! RIJCOSX wB97M-V def2-TZVPD def2/J DEFGRID3
* xyz 1 1
O -1.247 1.599 2.225
N -0.881 -0.855 -1.271
N 0.962 0.825 -0.161
N 0.174 1.684 0.425
C 1.474 -0.211 0.805
C 0.448 -0.144 1.920
C 0.186 -0.046 -1.598
C -2.141 -0.625 -1.480
C -0.344 1.144 1.591
H -0.229 -0.995 1.968
H 1.682 1.275 -0.734
H -2.891 -1.306 -1.115
H 1.587 -1.185 0.334
H -2.451 0.268 -2.000
H 2.455 0.125 1.150
H 0.897 -0.022 2.905
H 1.053 -0.598 -1.941
H -0.643 -1.725 -0.793
H -0.089 0.793 -2.230
*
```

Computed properties:
Highest occupied orbital energy (spin up / spin down) = -0.464 / -0.464 Eh


2.
The ion C5H10N3O with charge +1, computed with ωB97M-V with the def2-TZVPD basis set.

Structure (ORCA input):
```
! RIJCOSX wB97M-V def2-TZVPD def2/J DEFGRID3
* xyz 1 1
O -0.311 1.291 -1.172
N -0.983 0.671 1.179
N 1.585 -1.904 -1.754
N 0.900 -0.805 -1.094
C 0.286 -1.213 0.070
C -0.904 1.262 2.452
C 0.325 0.209 -1.999
C -0.763 1.398 0.071
C -0.406 -0.614 1.041
H 0.967 -2.659 -2.011
H -0.504 -0.076 -2.676
H -0.981 2.415 0.153
H 1.092 0.793 -2.507
H -1.487 0.782 3.319
H 0.212 1.371 2.615
H 2.314 -1.500 -2.263
H -0.561 -1.369 1.843
H 0.648 -2.219 0.332
H -1.429 2.169 2.401
*
```

Computed properties:
SMILES string = C[N+]1=COCN(N)C=C1
Highest occupied orbital energy (spin up / spin down) = -0.461 / -0.461 Eh


1 (0.0086 hartree below the next structure)


1.
An isolated molecule of C2H3N3S2, computed with ωB97M-V with the def2-TZVPD basis set.

Structure (ORCA input):
```
! RIJCOSX wB97M-V def2-TZVPD def2/J DEFGRID3
* xyz 0 1
S -1.321 1.043 1.760
S -0.446 1.097 -1.608
N 0.312 -1.114 1.481
N 1.111 -1.719 0.517
N 0.095 -0.001 -0.417
C 0.957 -1.046 -0.613
C -0.289 -0.090 0.903
H -2.260 1.052 0.817
H 0.445 1.992 -1.203
H 1.397 -1.215 -1.638
*
```

Computed properties:
SMILES string = Sc1nncn1S
Highest occupied orbital energy = -0.345 Eh


2.
An isolated molecule of C2H3N3S2, computed with ωB97M-V with the def2-TZVPD basis set.

Structure (ORCA input):
```
! RIJCOSX wB97M-V def2-TZVPD def2/J DEFGRID3
* xyz 0 1
S -2.801 -0.729 -0.137
S 2.755 -0.557 -0.122
N -0.848 1.093 0.002
N 0.539 1.083 -0.165
N 0.031 -1.026 0.113
C 0.986 -0.213 0.017
C -1.125 -0.213 0.016
H 2.683 -1.989 0.046
H -3.294 0.555 0.077
H 1.074 1.997 0.154
*
```

Computed properties:
SMILES string = Sc1n[nH]c(S)n1
Highest occupied orbital energy = -0.323 Eh


3.
An isolated molecule of C2H3N3S2, computed with ωB97M-V with the def2-TZVPD basis set.

Structure (ORCA input):
```
! RIJCOSX wB97M-V def2-TZVPD def2/J DEFGRID3
* xyz 0 1
S -1.900 -1.052 -0.346
S 1.509 -1.781 -0.309
N 1.525 0.869 -0.311
N 0.752 -0.247 -0.290
N 0.724 1.894 -0.253
C -0.556 1.458 -0.164
C -0.570 0.089 -0.212
H 1.746 -1.807 1.025
H -1.837 -1.578 0.932
H -1.394 2.156 -0.072
*
```

Computed properties:
SMILES string = Sc1cnnn1S
Highest occupied orbital energy = -0.359 Eh


4.
A structure of composition C2H3N3S2, computed with ωB97M-V with the def2-TZVPD basis set.

Structure (ORCA input):
```
! RIJCOSX wB97M-V def2-TZVPD def2/J DEFGRID3
* xyz 0 1
S -0.313 1.904 -0.670
S -2.017 0.816 -0.006
N 0.679 0.628 -0.674
N -0.184 -0.166 1.498
N 0.929 0.173 1.059
C -0.894 -0.518 0.454
C -0.033 -0.593 -0.786
H 1.803 -0.181 1.517
H 0.555 -1.409 -0.609
H -0.524 -0.654 -1.781
*
```

Computed properties:
Highest occupied orbital energy = -0.310 Eh


2 (0.0109 hartree below the next structure)


1.
A cluster of 2 separate species, C5H13N in total, computed with ωB97M-V with the def2-TZVPD basis set.

Structure (ORCA input):
```
! RIJCOSX wB97M-V def2-TZVPD def2/J DEFGRID3
* xyz 0 1
N 0.759 0.798 -1.363
C -1.591 0.354 -1.180
C -0.515 1.058 -0.834
C 1.230 -1.185 1.160
C 0.141 -2.215 0.899
C -0.534 2.164 0.179
H 0.237 2.000 0.930
H -2.524 0.471 -0.660
H 1.366 -0.526 0.231
H -0.771 -1.716 0.573
H -0.338 3.123 -0.304
H 1.327 1.621 -1.516
H 2.174 -1.674 1.396
H -1.500 2.215 0.672
H -1.542 -0.431 -1.916
H -0.078 -2.800 1.792
H 0.749 0.205 -2.181
H 0.446 -2.899 0.109
H 0.964 -0.563 2.014
*
```

Computed properties:
SMILES string = C=C(C)N.CC
Highest occupied orbital energy = -0.307 Eh


2.
An isolated molecule of C5H13N, computed with ωB97M-V with the def2-TZVPD basis set.

Structure (ORCA input):
```
! RIJCOSX wB97M-V def2-TZVPD def2/J DEFGRID3
* xyz 0 1
N -2.276 0.196 0.074
C -1.030 -0.674 -0.251
C 0.555 1.394 -0.525
C 0.399 0.012 0.010
C 0.639 0.072 1.473
C 1.369 -0.897 -0.676
H -0.401 2.034 -0.328
H -1.237 -1.233 -1.245
H -2.690 0.730 -0.748
H -0.339 0.424 1.903
H 0.780 -0.895 2.015
H -3.043 -0.513 0.237
H 0.677 1.448 -1.664
H 1.215 -0.723 -1.885
H -1.081 -1.537 0.604
H 1.397 2.003 -0.099
H 1.229 -1.965 -0.378
H 2.366 -0.535 -0.216
H 1.471 0.659 1.700
*
```

Computed properties:
SMILES string = CC(C)(C)CN
Highest occupied orbital energy = -0.349 Eh


1 (0.0345 hartree below the next structure)


1.
A structure of composition C5H13N, computed with ωB97M-V with the def2-TZVPD basis set.

Structure (ORCA input):
```
! RIJCOSX wB97M-V def2-TZVPD def2/J DEFGRID3
* xyz 0 1
N 2.161 0.559 0.367
C 3.350 -0.009 -0.267
C -1.742 0.286 1.545
C -1.592 -0.673 0.357
C -1.909 0.155 -1.363
C -0.659 -0.455 -0.592
H 3.293 -1.113 -0.591
H -1.343 1.288 1.209
H 2.074 0.229 1.305
H -0.232 -1.223 -1.293
H -2.008 1.312 -1.187
H 1.277 0.202 -0.074
H -1.534 0.227 -2.406
H -2.218 -1.627 0.406
H -2.806 0.483 1.863
H 3.575 0.676 -1.118
H 4.213 0.087 0.395
H -2.989 -0.121 -1.469
H -1.117 -0.161 2.299
*
```

Computed properties:
Highest occupied orbital energy = -0.272 Eh


2.
An isolated molecule of C5H13N, computed with ωB97M-V with the def2-TZVPD basis set.

Structure (ORCA input):
```
! RIJCOSX wB97M-V def2-TZVPD def2/J DEFGRID3
* xyz 0 1
N 1.433 -0.424 -0.348
C -0.666 0.800 0.235
C -2.176 0.738 0.132
C 2.008 0.612 -1.149
C 0.004 -0.536 -0.079
C -0.166 -1.561 1.027
H -2.684 1.643 0.454
H 1.714 1.647 -0.893
H 0.482 -2.419 0.824
H -0.242 1.138 1.180
H -0.420 -0.954 -1.013
H 0.223 -1.122 1.954
H -2.435 0.477 -0.888
H -2.565 -0.053 0.779
H 2.102 -0.838 0.274
H -1.204 -1.861 1.198
H -0.267 1.536 -0.460
H 1.775 0.565 -2.226
H 3.085 0.611 -1.002
*
```

Computed properties:
SMILES string = CC[C@H](C)NC
Highest occupied orbital energy = -0.300 Eh


2 (0.1793 hartree below the next structure)


1.
A structure of composition C5H13N, computed with ωB97M-V with the def2-TZVPD basis set.

Structure (ORCA input):
```
! RIJCOSX wB97M-V def2-TZVPD def2/J DEFGRID3
* xyz 0 1
N 0.916 -0.687 -0.120
C -1.427 -0.161 -0.634
C 2.373 -0.444 0.253
C -0.008 0.402 -0.642
C 0.006 1.618 0.314
C -1.952 -0.696 0.680
H 2.679 0.602 -0.526
H 2.787 -1.547 -0.151
H 1.109 1.963 0.331
H 0.766 -1.440 -0.856
H -0.769 2.280 0.058
H -0.978 -1.120 1.279
H -2.404 0.153 1.307
H -2.703 -1.551 0.475
H -0.171 1.218 1.370
H 0.413 0.687 -1.662
H -2.169 0.586 -0.874
H -1.644 -1.017 -1.332
H 2.719 -0.317 1.595
*
```

Computed properties:
Highest occupied orbital energy = -0.313 Eh


2.
A cluster of 2 separate species, C5H13N in total, computed with ωB97M-V with the def2-TZVPD basis set.

Structure (ORCA input):
```
! RIJCOSX wB97M-V def2-TZVPD def2/J DEFGRID3
* xyz 0 1
N 1.971 0.501 0.706
C 1.944 2.880 0.322
C -1.382 -1.952 -0.618
C -2.034 -0.954 -1.622
C 1.351 1.696 0.381
C -1.488 -1.638 0.903
H -1.951 -2.873 -0.759
H -0.416 -2.187 -1.069
H 1.348 3.770 0.513
H -1.883 -1.380 -2.616
H 3.019 3.000 0.219
H -0.475 -1.496 1.283
H -2.231 -0.920 1.240
H 2.817 0.626 1.229
H -3.115 -0.953 -1.429
H 1.458 -0.345 0.639
H -1.615 0.050 -1.640
H 0.428 1.368 -0.127
H -1.878 -2.597 1.243
*
```

Computed properties:
SMILES string = C=CN.CCC
Highest occupied orbital energy = -0.289 Eh


2 (0.0637 hartree below the next structure)


1.
A cluster of 2 separate species, C16H17N in total, computed with ωB97M-V with the def2-TZVPD basis set.

Structure (ORCA input):
```
! RIJCOSX wB97M-V def2-TZVPD def2/J DEFGRID3
* xyz 0 1
N -1.627 0.097 2.931
C -3.880 -0.130 1.775
C 2.600 -1.669 -0.435
C -4.728 0.400 0.790
C 2.097 -3.556 -1.893
C 2.803 -1.516 -2.817
C -4.248 1.471 0.024
C -2.219 1.540 1.197
C -2.617 0.416 1.982
C 2.369 -2.821 -3.021
C -0.554 0.838 2.511
C 0.164 2.678 1.032
C 2.973 -0.921 -1.573
C 2.151 -2.977 -0.642
C -0.809 1.664 1.492
C -3.040 2.093 0.209
C 3.615 0.451 -1.577
H 2.763 1.150 -1.622
H 0.097 3.751 1.310
H 1.859 -3.449 0.315
H 0.410 2.699 -0.025
H 0.370 0.650 3.099
H -4.235 -1.003 2.319
H 2.916 -0.867 -3.709
H -2.750 2.845 -0.493
H 2.545 -1.232 0.542
H 1.128 2.404 1.529
H 2.201 -3.159 -4.041
H -4.952 1.853 -0.738
H 4.238 0.716 -2.415
H -5.735 0.031 0.820
H -1.705 -0.575 3.687
H 4.000 0.728 -0.589
H 1.801 -4.604 -1.975
*
```

Computed properties:
SMILES string = Cc1c[nH]c2ccccc12.Cc1ccccc1
Highest occupied orbital energy = -0.288 Eh


2.
A cluster of 2 separate species, C16H17N in total, computed with ωB97M-V with the def2-TZVPD basis set.

Structure (ORCA input):
```
! RIJCOSX wB97M-V def2-TZVPD def2/J DEFGRID3
* xyz 0 1
N -1.518 -0.911 -2.808
C 1.585 -1.539 1.901
C 1.085 0.856 1.533
C 0.543 1.835 -1.523
C 2.930 -1.159 1.971
C -2.238 -0.717 -1.641
C 3.396 0.170 1.840
C 0.701 -0.459 1.685
C -3.312 0.226 0.671
C -0.540 0.892 -1.800
C 2.449 1.112 1.477
C -3.835 -0.930 0.072
C 4.863 0.407 1.583
C -3.322 -1.421 -1.115
C -2.139 0.758 0.200
C -1.641 0.409 -1.040
C -0.602 0.110 -2.972
H -3.746 0.678 1.564
H -0.011 0.333 -3.845
H -3.757 -2.211 -1.714
H 5.294 -0.339 0.876
H 4.743 1.217 0.786
H 0.418 1.747 1.521
H 1.177 1.956 -2.386
H 2.784 2.126 1.216
H -1.685 1.598 0.701
H 1.291 -2.531 2.062
H -4.680 -1.533 0.427
H -0.347 -0.743 1.754
H 5.518 0.616 2.399
H 1.117 1.539 -0.628
H 0.405 2.863 -1.121
H 3.663 -1.927 2.114
H -1.615 -1.701 -3.426
*
```

Computed properties:
SMILES string = Cc1c[nH]c2ccccc12.Cc1ccccc1
Highest occupied orbital energy = -0.278 Eh


1 (0.0163 hartree below the next structure)


1.
A cluster of 2 separate species, C16H17N in total, computed with ωB97M-V with the def2-TZVPD basis set.

Structure (ORCA input):
```
! RIJCOSX wB97M-V def2-TZVPD def2/J DEFGRID3
* xyz 0 1
N 2.396 -0.572 4.191
C 0.760 -0.300 -3.899
C -0.214 0.283 1.077
C 0.430 1.040 -4.108
C 0.226 -1.166 4.542
C -0.611 -0.275 2.278
C -0.891 1.399 -4.303
C -0.229 -1.252 -3.727
C 2.087 0.311 1.829
C -1.890 0.433 -4.211
C -1.552 -0.868 -3.877
C 1.697 -0.218 3.051
C 1.120 0.604 0.878
C 1.491 -1.227 5.029
C -0.989 -1.623 5.296
C -1.271 2.832 -4.594
C 0.345 -0.525 3.268
H 1.248 1.736 -4.019
H -2.328 -1.619 -3.793
H -2.931 0.677 -4.388
H 1.796 -0.609 -3.869
H 0.044 -2.291 -3.590
H -0.767 -2.536 5.844
H 1.899 -1.688 5.917
H -0.978 0.417 0.341
H -1.611 -0.568 2.542
H -1.822 2.898 -5.527
H -1.813 -1.859 4.633
H -1.299 -0.827 5.956
H 3.313 -0.985 4.092
H 3.125 0.514 1.607
H -0.391 3.470 -4.661
H -1.856 3.278 -3.794
H 1.464 1.114 -0.012
*
```

Computed properties:
SMILES string = Cc1c[nH]c2ccccc12.Cc1ccccc1
Highest occupied orbital energy = -0.288 Eh


2.
A cluster of 2 separate species, C16H17N in total, computed with ωB97M-V with the def2-TZVPD basis set.

Structure (ORCA input):
```
! RIJCOSX wB97M-V def2-TZVPD def2/J DEFGRID3
* xyz 0 1
N 1.290 -0.607 1.106
C 1.103 2.831 1.559
C 1.447 2.446 0.292
C -0.894 2.084 -0.180
C 2.343 -1.119 -1.119
C -1.926 -2.460 1.050
C 0.058 -1.006 1.684
C -0.216 2.884 2.001
C -1.223 2.521 1.129
C -2.053 1.610 -0.987
C 2.063 -1.638 -2.358
C 0.421 2.146 -0.618
C -0.588 -1.887 0.869
C 0.274 -2.132 -0.239
C 0.881 -2.364 -2.540
C 0.102 -2.783 -1.488
C 1.368 -1.230 -0.116
H 1.708 0.284 1.322
H -1.738 1.261 -1.972
H -2.224 2.577 1.552
H 1.871 2.917 2.322
H -2.222 -3.191 0.300
H -2.689 0.914 -0.465
H -0.601 -3.581 -1.683
H 2.475 2.196 0.081
H 0.536 1.918 -1.670
H -2.122 -2.895 2.046
H 3.301 -0.643 -0.938
H 2.829 -1.696 -3.113
H 0.580 -2.816 -3.482
H -2.659 2.509 -1.072
H -0.290 -0.441 2.529
H -0.494 3.076 3.026
H -2.712 -1.684 1.174
*
```

Computed properties:
SMILES string = Cc1c[nH]c2ccccc12.Cc1ccccc1
Highest occupied orbital energy = -0.283 Eh


1 (0.0223 hartree below the next structure)